[1]
The following is a DFT calculation (wB97M-V/def2-TZVPD) of a structure of composition C17H30BKN7O2.

```
58
Properties=species:S:1:pos:R:3:forces:R:3
C 0.267 3.294 -0.613 0.000 0.002 0.006
H 3.344 2.400 -1.511 0.005 0.015 0.002
H -2.170 2.038 -1.177 0.005 0.008 -0.007
H 5.027 0.386 -2.924 0.008 -0.007 0.005
C -4.125 -3.886 3.649 -0.015 0.012 0.007
H -0.039 3.615 -1.614 -0.001 0.003 0.000
H 2.957 1.923 0.673 -0.013 -0.010 0.008
H 5.015 -1.274 -2.322 0.001 -0.003 -0.002
C 2.298 2.780 0.844 -0.010 0.006 -0.042
N 0.990 -2.026 -0.656 0.088 -0.006 -0.012
H -0.148 4.025 0.087 -0.021 -0.006 -0.004
H 0.004 -1.301 -3.578 0.001 0.019 -0.001
H -7.151 -1.527 4.507 0.000 0.001 -0.001
C 2.671 0.277 -4.372 -0.002 0.018 0.031
N 2.050 -2.284 -1.327 0.000 0.004 0.009
H 0.585 3.201 2.052 -0.005 -0.005 0.013
H -2.137 2.519 0.373 0.009 0.011 0.005
C 1.171 2.321 1.760 0.008 0.039 -0.061
H 2.016 0.619 -3.567 0.009 -0.016 -0.018
H -3.294 -4.531 3.400 0.002 0.000 0.000
H 2.565 2.083 3.247 -0.004 -0.011 0.018
H 3.424 -2.964 -3.355 -0.007 0.000 0.012
H 3.730 -0.150 -1.858 -0.002 -0.018 0.009
N 1.769 -2.013 -2.601 -0.022 0.039 -0.021
C -6.322 -2.181 4.279 0.014 -0.004 -0.003
C -5.331 -1.806 3.401 -0.014 -0.020 0.017
C 1.794 3.311 -0.517 0.021 0.037 0.017
H 0.889 0.472 0.799 -0.012 -0.008 0.031
C -4.268 -2.634 3.099 0.016 -0.031 0.003
H 4.254 -1.121 -4.711 0.006 -0.009 0.012
H -5.060 -5.255 5.000 -0.001 0.000 0.002
C 0.272 1.357 0.994 0.130 -0.061 0.041
N -1.767 1.826 -0.271 -0.006 -0.044 -0.014
B -4.065 -0.756 1.957 -0.046 -0.082 0.089
N 1.718 1.628 2.928 0.012 0.044 -0.031
C 4.383 -0.459 -2.676 -0.005 0.039 -0.001
N 2.336 2.471 -1.597 -0.026 0.015 0.016
H 2.238 -2.446 -4.560 0.003 -0.013 0.008
N -0.001 -1.582 -1.460 -0.040 -0.022 0.005
C 0.505 -1.582 -2.668 0.010 -0.005 0.024
H 2.062 -0.008 -5.233 0.011 -0.016 -0.007
H -6.946 -3.788 5.542 0.001 -0.003 0.001
K -0.930 -1.504 1.183 -0.091 -0.006 -0.099
O -3.441 -1.983 2.187 0.055 0.081 -0.032
H 2.157 2.913 -2.493 0.005 -0.019 -0.013
H 0.010 1.248 -1.132 0.020 -0.019 0.001
C -5.121 -4.279 4.540 0.007 -0.005 -0.002
H 1.067 1.658 3.704 0.003 -0.008 0.001
C -6.193 -3.445 4.847 -0.003 -0.004 0.005
C -0.302 1.906 -0.322 -0.062 0.006 0.010
H 3.281 1.130 -4.671 -0.005 0.002 -0.003
H -3.612 0.051 1.222 -0.014 0.030 0.011
H -0.563 1.071 1.642 -0.016 0.021 0.078
C 3.567 -0.864 -3.899 -0.014 0.001 -0.039
H 2.119 4.352 -0.621 0.005 -0.009 -0.006
H 2.890 3.547 1.348 0.006 -0.017 0.019
C 2.772 -2.147 -3.657 0.015 -0.026 -0.026
O -5.209 -0.624 2.696 -0.019 0.061 -0.074
```
Positions in Å, forces in eV/Å.

Properties
Total charge = +1
ΔE to the lowest compared entry with this formula, charge and spin = 5.4 kcal/mol

[2]
The following is a DFT calculation (wB97M-V/def2-TZVPD) of a cluster of 2 separate species, C17H30BrCl2INO6P2S in total.

```
61
Properties=species:S:1:pos:R:3:forces:R:3
Cl -3.991 -3.385 2.254 -0.030 0.030 0.038
O 0.911 -3.043 -1.466 0.181 0.401 0.049
H 0.081 3.212 2.521 -0.293 -0.432 0.301
H -0.309 -5.177 1.236 0.183 0.020 -0.133
H 2.961 0.544 1.539 0.104 -0.247 1.144
C -1.232 -3.262 0.481 -0.080 -0.053 -0.361
H -3.421 -5.578 0.773 0.160 0.051 -0.046
C -1.231 -1.213 -0.994 -0.389 0.865 0.182
C -3.877 -4.968 -0.002 -0.044 0.051 0.013
O 0.588 -1.016 -3.006 0.180 -0.500 0.562
H -3.287 -2.833 -1.337 -0.024 -0.006 -0.010
C 4.826 5.252 -2.645 -0.051 0.041 -0.101
H 1.534 -1.849 0.414 -0.113 -0.816 0.852
Cl -2.439 -0.439 -2.211 -0.088 -0.119 -0.100
H -3.247 -4.959 -0.891 0.143 -0.094 0.088
N -4.984 0.705 0.572 0.006 -0.037 0.132
C 1.616 -1.074 1.169 0.642 0.496 0.105
O -1.051 -2.960 -3.129 0.011 -0.392 0.362
H 1.048 1.299 0.390 -0.160 -0.042 -0.207
H 4.991 6.213 -2.162 0.017 -0.022 0.039
H -2.696 1.420 -0.262 0.275 -0.190 -0.068
C -0.686 -4.270 0.830 -0.200 -0.056 0.241
H -4.053 -1.579 -0.403 0.244 0.246 0.190
H 3.883 2.622 -2.747 -0.006 0.028 0.053
Br -0.462 3.104 -0.352 0.143 0.012 -0.176
H 0.831 -0.154 2.878 -0.105 0.181 -0.096
H -3.987 0.012 2.163 0.328 -0.033 0.051
C -2.606 1.192 0.799 -0.156 0.209 0.752
H 1.531 -1.206 -3.017 0.036 0.380 -0.066
H 5.497 2.630 -3.531 0.015 0.000 0.010
S 5.454 3.972 -1.548 0.029 -0.028 -0.054
C -3.903 0.567 1.235 -0.402 0.150 -0.492
H 1.785 -2.966 -1.863 0.016 -0.095 0.068
C -4.142 -3.526 0.471 -0.249 -0.209 -0.443
C -3.397 -2.441 -0.323 -0.229 -0.318 0.152
H 3.759 5.099 -2.807 0.000 -0.029 0.049
H -5.197 -3.339 0.282 -0.002 0.152 0.139
P -0.995 0.281 1.220 -0.171 -0.482 -0.596
H 5.368 5.219 -3.591 0.015 0.001 0.010
H -2.553 2.150 1.320 0.134 0.013 -0.048
C -1.997 -2.028 0.141 0.672 -0.398 0.263
H 2.295 3.186 0.607 -0.066 0.245 -0.086
C 4.960 2.586 -2.583 -0.040 -0.053 -0.106
H 0.034 -1.623 2.440 -0.207 -0.020 -0.147
O 4.570 3.953 -0.360 0.031 0.031 0.061
O -1.947 -1.254 1.292 -0.489 0.627 -0.542
H 2.899 3.094 2.237 0.015 0.003 -0.033
C 2.838 -0.513 1.322 -0.579 -0.424 -0.249
H 3.713 -1.154 1.250 0.206 0.449 -1.124
O -0.607 -0.155 -0.440 0.585 -0.965 0.205
H 1.189 1.834 2.858 -0.543 -0.185 0.117
C 0.794 2.507 2.103 0.992 1.110 -0.868
H 5.222 1.671 -2.055 0.010 0.027 0.045
I -1.653 0.872 3.781 -0.154 -0.002 0.537
C 0.442 -0.704 2.026 0.237 0.665 -0.603
H -4.817 -5.448 -0.284 -0.038 0.020 0.080
C 2.021 3.367 1.643 0.114 -0.501 0.631
P -0.218 -2.180 -2.213 -0.594 0.321 -1.173
C 0.210 1.756 0.912 -0.160 -0.045 0.793
H 1.870 4.428 1.831 -0.093 0.056 -0.326
H -4.808 1.263 -0.266 0.031 -0.088 -0.064
```
Positions in Å, forces in eV/Å.

Properties
Total charge = -1

Number 1: E -1824.2680 hartree, maximum force 0.15 eV/Å. Number 2: E -6044.9665 hartree, maximum force 1.72 eV/Å.